1.
This record from the Open Molecules 2025 dataset describes a molecular structure, C4H12ClCrO4S at a distorted geometry. The level of theory is wB97M-V/def2-TZVPD.

The geometry in XYZ format:
```
23
Properties=species:S:1:pos:R:3
Cr -16.4533 -12.5758 2.0794
Cl -18.8735 -11.7487 2.1878
O -19.5847 -7.4334 4.7344
S -19.8938 -7.0707 3.3490
O -20.4934 -5.7887 3.0815
O -18.5699 -7.4019 2.3583
C -18.6864 -7.2028 0.9410
C -17.7045 -8.1696 0.2139
C -21.0144 -8.3822 2.7235
H -18.4411 -6.1510 0.7940
H -19.6670 -7.1865 0.4654
H -17.7336 -7.9718 -0.8576
H -18.1777 -9.1349 0.3939
H -16.6897 -8.0466 0.5924
H -21.5378 -8.0847 1.8149
H -21.8058 -8.4644 3.4685
H -20.4664 -9.3243 2.7110
C -21.4254 -14.0586 4.0966
O -21.3547 -13.8465 2.7217
H -21.0972 -15.0666 4.3503
H -20.7937 -13.3085 4.5724
H -22.4293 -13.9626 4.5102
H -20.6846 -13.1793 2.5560
```

Computed properties:
HOMO level (alpha / beta)   -12.7 / -13.0 eV
2S+1   5
Net charge   +1
Kohn-Sham gap (alpha / beta)   3.329 / 5.275 eV

Löwdin population analysis, charges in e, atoms 1 to 5: Cr 1.11; Cl 0.06; O -0.29; S 0.67; O -0.27

2.
This record from the Open Molecules 2025 dataset describes 2 unconnected molecules or ions with the total composition C4H12ClN2 at a distorted geometry. The level of theory is wB97M-V/def2-TZVPD.

The geometry in XYZ format:
```
19
Properties=species:S:1:pos:R:3
C -0.8789 -1.3229 -1.4183
C 0.6280 0.5629 -1.2339
C -0.9356 0.2441 0.6053
C 0.2617 1.5916 2.1937
N 0.7174 -1.2983 0.3815
N -0.1249 -0.4578 -0.3875
Cl 0.7414 2.9366 1.3240
H -1.4262 -2.0570 -0.9359
H -1.4563 -0.7151 -2.0780
H -0.1262 -1.8416 -2.0996
H 1.3278 -0.0221 -1.8179
H -0.2067 0.9106 -1.9178
H 1.1951 1.3753 -0.7459
H -1.7635 0.8178 0.1462
H -1.0055 -0.2097 1.5404
H 1.1134 0.9398 2.4249
H -0.4973 1.5905 3.0161
H 1.3153 -0.9785 1.1346
H 1.1211 -2.0662 -0.1319
```

Computed properties:
HOMO level (alpha / beta)   -13.0 / -12.7 eV
2S+1   1
Relative energy (zero: lowest compared OMol25 entry of this formula, charge and spin)   101.8 kcal/mol
Net charge   +1
Kohn-Sham gap (alpha / beta)   8.798 / 8.386 eV

Löwdin population analysis, charges in e, atoms 1 to 5: C 0.05; C 0.01; C 0.01; C -0.48; N 0.09

3.
This record from the Open Molecules 2025 dataset describes 2 unconnected molecules or ions with the total composition C4H12ClN2 at a distorted geometry. The level of theory is wB97M-V/def2-TZVPD.

The geometry in XYZ format:
```
19
Properties=species:S:1:pos:R:3
C -2.9916 -1.0137 0.0682
C 1.3307 1.1899 0.9244
C 1.9545 0.2306 -1.2437
C 0.5807 -1.1117 0.4598
N -2.1331 -0.0346 0.6498
N 0.9511 0.2359 -0.1155
Cl -1.9049 1.3765 -0.2063
H -3.2332 -0.9617 -1.0303
H -2.5574 -1.9904 0.4184
H -4.0452 -0.7547 0.4036
H 2.3633 0.9879 1.1697
H 1.2650 2.1526 0.3928
H 0.6543 1.1937 1.7598
H 2.9745 0.5207 -0.7586
H 2.0546 -0.6800 -1.8104
H 1.6674 1.0932 -1.8233
H 0.0113 -1.6515 -0.2639
H 1.0510 -1.4077 1.4576
H 0.0070 0.6250 -0.4520
```

Computed properties:
HOMO level (alpha / beta)   -13.1 / -14.1 eV
2S+1   3
Relative energy (zero: lowest compared OMol25 entry of this formula, charge and spin)   0.0 kcal/mol
Net charge   +1
Kohn-Sham gap (alpha / beta)   10.392 / 8.870 eV

Löwdin population analysis, charges in e, atoms 1 to 5: C -0.23; C -0.04; C 0.02; C 0.13; N -0.48

4.
This record from the Open Molecules 2025 dataset describes 2 unconnected molecules or ions with the total composition C4H12ClN2O3 at a distorted geometry. The level of theory is wB97M-V/def2-TZVPD.

The geometry in XYZ format:
```
22
Properties=species:S:1:pos:R:3
C 2.2937 1.5285 -0.3316
C 1.8320 -0.4252 -1.7630
C -1.6529 0.0576 0.2567
C -1.3829 -0.9794 1.4798
N -2.7809 -0.1615 -0.3608
N 1.2933 0.5125 -0.7437
O -0.9835 1.0967 0.0853
O -2.2570 -2.0463 1.5217
O -1.2792 -0.3322 2.6626
Cl 0.2700 -1.6436 0.9774
H 1.9407 2.2536 0.3678
H 3.2239 1.0635 0.0344
H 2.4628 2.1693 -1.1424
H 1.7542 0.0908 -2.7400
H 2.7729 -0.8811 -1.6639
H 1.1562 -1.2804 -1.8433
H -3.1480 0.5591 -0.9753
H -3.4808 -0.7213 -0.0368
H 1.1004 -0.0630 0.1805
H 0.4421 0.9851 -1.0660
H -2.2558 -2.4778 2.3740
H -1.3213 0.6952 2.7268
```

Computed properties:
HOMO level   -14.4 eV
2S+1   1
Relative energy (zero: lowest compared OMol25 entry of this formula, charge and spin)   28.4 kcal/mol
Net charge   +1
Kohn-Sham gap   11.716 eV

Löwdin population analysis, charges in e, atoms 1 to 5: C -0.01; C -0.03; C -0.46; C -0.79; N 0.24

5.
This record from the Open Molecules 2025 dataset describes 2 unconnected molecules or ions with the total composition C4H12ClN2S at a distorted geometry. The level of theory is wB97M-V/def2-TZVPD.

The geometry in XYZ format:
```
20
Properties=species:S:1:pos:R:3
C -0.5735 -0.7515 0.8635
C 0.9999 1.3265 0.0901
C 2.3734 1.3648 -0.5797
C 0.7354 0.0076 0.8127
N -2.4660 -1.5664 -1.1556
N 1.7213 -0.2795 1.6941
S -3.8288 -1.0626 -1.5316
Cl 3.7019 1.4300 0.4971
H -1.3027 -0.1255 1.2301
H -1.0000 -1.1792 -0.1379
H -0.5065 -1.6359 1.5800
H 0.6778 2.1094 0.7888
H 0.4451 1.3926 -0.8304
H 2.2964 2.2205 -1.1304
H 2.4323 0.5563 -1.2557
H -2.1306 -2.3974 -1.7196
H 2.6933 -0.0957 1.6881
H -3.7166 0.0308 -2.5410
H 1.4440 -1.1414 2.2561
H -3.9961 -0.2035 -0.6186
```

Computed properties:
HOMO level (alpha / beta)   -8.3 / -12.7 eV
2S+1   3
Net charge   +1
Kohn-Sham gap (alpha / beta)   3.786 / 4.080 eV

Löwdin population analysis, charges in e, atoms 1 to 5: C -0.05; C -0.22; C -0.62; C -0.39; N -0.33

6.
This record from the Open Molecules 2025 dataset describes 2 unconnected molecules or ions with the total composition C4H12ClNSi at a distorted geometry. The level of theory is wB97M-V/def2-TZVPD.

The geometry in XYZ format:
```
19
Properties=species:S:1:pos:R:3
C 1.0484 -0.7330 1.8026
C 1.4971 1.0483 0.2346
C -2.1165 -1.3050 0.8199
C -0.7822 0.3533 -1.9502
N 0.5158 0.1384 0.7356
Si -0.8079 -0.2992 -0.1895
Cl 0.7464 3.0678 -3.3192
H 0.2989 -0.8996 2.7057
H 1.5955 -1.6977 1.4249
H 1.7769 -0.0843 2.0912
H 1.2563 1.6907 -0.7437
H 1.9475 1.7882 0.9669
H 2.3381 0.4130 0.0096
H -1.8598 -1.7897 1.7622
H -3.1614 -0.8014 0.7430
H -2.1757 -2.3157 0.3266
H -0.1778 1.3053 -2.2915
H -0.2152 -0.4645 -2.5885
H -1.7245 0.5851 -2.5403
```

Computed properties:
HOMO level   -7.2 eV
2S+1   1
Relative energy (zero: lowest compared OMol25 entry of this formula, charge and spin)   121.6 kcal/mol
Kohn-Sham gap   5.901 eV

Löwdin population analysis, charges in e, atoms 1 to 5: C -0.10; C -0.14; C -0.18; C -0.25; N -0.35

7.
This record from the Open Molecules 2025 dataset describes 3 unconnected molecules or ions with the total composition C4H12ClO4 at a distorted geometry. The level of theory is wB97M-V/def2-TZVPD.

The geometry in XYZ format:
```
21
Properties=species:S:1:pos:R:3
Cl -4.0837 -5.3640 4.8605
C -5.7384 -9.0406 5.6360
C -4.6175 -10.0967 5.6900
O -4.4188 -10.5557 7.0286
O -5.4666 -7.9190 6.4383
H -6.6448 -9.5190 6.0202
H -5.9948 -8.7901 4.5968
H -3.6732 -9.6574 5.4240
H -4.9251 -10.9141 5.0478
H -5.2974 -10.6721 7.4052
H -4.9941 -7.2352 5.9319
C -0.8469 -7.7979 5.0468
C -1.4562 -7.2450 3.7519
O -0.5522 -6.1533 3.4580
O -0.9451 -6.8920 6.0681
H 0.2160 -7.9364 4.7956
H -1.2725 -8.7835 5.3217
H -2.4826 -6.8574 3.8779
H -1.3880 -7.9563 2.9433
H -1.0273 -5.6194 2.8093
H -1.5895 -7.2551 6.6988
```

Computed properties:
HOMO level   -4.4 eV
2S+1   1
Relative energy (zero: lowest compared OMol25 entry of this formula, charge and spin)   13.0 kcal/mol
Net charge   -1
Kohn-Sham gap   7.702 eV

Löwdin population analysis, charges in e, atoms 1 to 5: Cl -0.46; C -0.28; C -0.24; O -0.08; O -0.11

8.
This record from the Open Molecules 2025 dataset describes a gas-phase ion, C4H12FN2 (charge +1) at a distorted geometry. The level of theory is wB97M-V/def2-TZVPD.

The geometry in XYZ format:
```
19
Properties=species:S:1:pos:R:3
C 2.8161 -0.0746 0.2432
N 1.4647 -0.2688 -0.1971
C 0.4238 0.5871 0.1705
F 0.2357 1.5346 -0.8595
C -1.1089 -0.2238 0.4059
C -1.2551 -1.1869 -0.8140
N -2.1223 0.8683 0.4371
H 2.9038 -0.4136 1.1768
H 3.4288 -0.7192 -0.3798
H 3.0889 0.9135 0.0281
H 1.3381 -0.6523 -1.0487
H 0.5967 1.0857 1.1464
H -1.0731 -0.6890 1.4313
H -1.3892 -0.4682 -1.6317
H -1.9638 -1.9910 -0.7247
H -0.2640 -1.5844 -0.7753
H -3.1180 0.5163 0.5137
H -2.0050 1.3258 -0.4008
H -1.9973 1.4406 1.2787
```

Computed properties:
Structure (SMILES)   CN[C@@H](F)[C@H](C)[NH3+]
HOMO level   -13.3 eV
2S+1   1
Relative energy (zero: lowest compared OMol25 entry of this formula, charge and spin)   0.0 kcal/mol
Net charge   +1
Kohn-Sham gap   9.686 eV

Löwdin population analysis, charges in e, atoms 1 to 5: C -0.04; N -0.05; C -0.27; F -0.01; C -0.21

9.
This record from the Open Molecules 2025 dataset describes a molecular structure, C4H12Fe2N2O10 at a distorted geometry. The level of theory is wB97M-V/def2-TZVPD.

The geometry in XYZ format:
```
30
Properties=species:S:1:pos:R:3
Fe -7.3319 14.3084 18.9650
Fe -13.2195 12.1197 19.1441
N -10.4125 13.8544 19.5074
O -10.6917 15.0146 19.6932
O -9.2448 13.4726 19.2401
O -11.3342 12.9853 19.4615
N -8.3551 15.0911 16.0045
O -8.2081 15.2365 17.2625
O -9.4467 15.3880 15.5207
O -7.4414 14.6901 15.3017
C -11.9646 10.2682 21.0172
C -12.2284 9.3329 19.8613
O -12.3269 10.1485 18.6864
O -13.0286 11.2586 21.0421
H -10.9814 10.7295 20.9681
H -12.0089 9.6863 21.9379
H -13.1128 8.7356 20.1013
H -11.4420 8.5850 19.7496
H -12.0175 9.6667 17.9072
H -13.6205 11.0888 21.7884
C -10.3878 18.3241 21.5196
C -11.7789 17.6991 21.8483
O -12.4185 17.0747 20.7459
O -10.1160 19.4672 22.3231
H -10.1926 18.3920 20.4504
H -9.6118 17.6207 21.8637
H -12.4191 18.4434 22.3163
H -11.5950 16.9237 22.6021
H -11.8915 16.3064 20.5124
H -10.0752 19.1260 23.2212
```

Computed properties:
HOMO level (alpha / beta)   -13.9 / -13.9 eV
2S+1   9
Net charge   +2
Kohn-Sham gap (alpha / beta)   4.643 / 4.144 eV

Löwdin population analysis, charges in e, atoms 1 to 5: Fe 1.34; Fe 1.33; N -0.46; O 0.14; O -0.07

10.
This record from the Open Molecules 2025 dataset describes a molecular structure, C4H12IN2 at a distorted geometry. The level of theory is wB97M-V/def2-TZVPD.

The geometry in XYZ format:
```
19
Properties=species:S:1:pos:R:3
C 0.8873 -0.7888 2.6923
C -0.0770 0.0029 -2.4937
C -1.5264 0.8309 -0.5246
C 0.2770 -0.7947 -0.1239
N 0.4573 0.1860 1.7687
N -0.1740 0.3379 -1.0109
I 1.7065 1.7468 1.5746
H 0.0987 -1.4203 2.9651
H 1.8525 -1.2062 2.4367
H 1.0006 -0.1415 3.6064
H 0.7982 0.5378 -2.9356
H 0.0423 -1.0119 -2.5920
H -0.9721 0.4260 -2.9913
H -2.3929 0.5517 -1.1706
H -1.7236 0.3764 0.4464
H -1.6019 1.9255 -0.4380
H 1.3567 -1.1331 -0.3493
H -0.5158 -1.4879 -0.0299
H 0.5066 1.0623 -0.8303
```

Computed properties:
HOMO level (alpha / beta)   -12.6 / -12.6 eV
2S+1   1
Relative energy (zero: lowest compared OMol25 entry of this formula, charge and spin)   98.1 kcal/mol
Net charge   +1
Kohn-Sham gap (alpha / beta)   8.242 / 8.243 eV

Löwdin population analysis, charges in e, atoms 1 to 5: C -0.30; C 0.04; C -0.01; C 0.03; N -0.60

Repeat the seventh record exactly.
This record from the Open Molecules 2025 dataset describes 3 unconnected molecules or ions with the total composition C4H12ClO4 at a distorted geometry. The level of theory is wB97M-V/def2-TZVPD.

The geometry in XYZ format:
```
21
Properties=species:S:1:pos:R:3
Cl -4.0837 -5.3640 4.8605
C -5.7384 -9.0406 5.6360
C -4.6175 -10.0967 5.6900
O -4.4188 -10.5557 7.0286
O -5.4666 -7.9190 6.4383
H -6.6448 -9.5190 6.0202
H -5.9948 -8.7901 4.5968
H -3.6732 -9.6574 5.4240
H -4.9251 -10.9141 5.0478
H -5.2974 -10.6721 7.4052
H -4.9941 -7.2352 5.9319
C -0.8469 -7.7979 5.0468
C -1.4562 -7.2450 3.7519
O -0.5522 -6.1533 3.4580
O -0.9451 -6.8920 6.0681
H 0.2160 -7.9364 4.7956
H -1.2725 -8.7835 5.3217
H -2.4826 -6.8574 3.8779
H -1.3880 -7.9563 2.9433
H -1.0273 -5.6194 2.8093
H -1.5895 -7.2551 6.6988
```

Computed properties:
HOMO level   -4.4 eV
2S+1   1
Relative energy (zero: lowest compared OMol25 entry of this formula, charge and spin)   13.0 kcal/mol
Net charge   -1
Kohn-Sham gap   7.702 eV

Löwdin population analysis, charges in e, atoms 1 to 5: Cl -0.46; C -0.28; C -0.24; O -0.08; O -0.11

Question: Among the records above, which one has the highest 2S+1?
Answer: C4H12Fe2N2O10

Question: Among the records above, which one has the highest 2S+1?
Answer: C4H12Fe2N2O10